1.
{
  "formula": "C5H16N6O",
  "method": "wB97M-V/def2-TZVPD",
  "elements": ["H", "N", "N", "C", "H", "H", "H", "C", "N", "H", "H", "N", "N", "H", "C", "N", "O", "C", "H", "H", "H", "H", "H", "H", "C", "H", "H", "H"],
  "xyz": [[2.33133, 2.01098, -0.52408], [2.35999, -0.54193, -0.27973], [-4.16149, 2.05177, -0.00367], [-0.97618, -1.52343, -0.49598], [-4.25255, 2.08777, 1.00780], [-2.40887, -2.83206, 0.22138], [3.25181, 2.07001, -1.99911], [3.09012, 0.20481, -1.20607], [-3.38164, -1.29347, -0.38136], [2.60324, -1.52610, -0.25949], [1.25973, -0.64458, 1.49449], [2.92824, 1.55612, -1.20619], [-2.29145, -2.14445, -0.50630], [-0.86346, -0.73092, 0.25031], [-3.26312, -0.04633, -0.63018], [-4.39133, 0.75146, -0.47843], [3.83185, -0.34603, -2.02450], [3.28490, -0.00590, 1.90491], [1.61291, 0.96999, 0.94667], [3.03075, 0.34123, 2.92249], [3.68931, -1.02027, 1.97411], [4.04579, 0.65312, 1.49099], [-4.84914, 2.66977, -0.43109], [-0.77637, -1.10287, -1.49744], [2.04878, -0.02497, 1.03243], [-2.37358, 0.47467, -0.98883], [-0.21571, -2.29390, -0.28511], [-5.16388, 0.23553, -0.04801]],
  "orbital_gap_ha": 0.311,
  "smiles": "CCNC(N)=O.CN/N=C/NN",
  "fmax_ha_per_bohr": 0.0363,
  "homo_energy_ev": -7.820,
  "energy_ha": -603.8359
}

---

2.
{
  "formula": "C5H16NO",
  "method": "wB97M-V/def2-TZVPD",
  "elements": ["C", "H", "N", "H", "H", "H", "H", "C", "C", "H", "H", "H", "C", "H", "C", "O", "H", "H", "H", "H", "H", "H", "H"],
  "xyz": [[-0.47760, -0.83381, -1.36384], [-1.64534, -0.17602, 1.65254], [-0.62658, -0.14127, 1.59865], [0.41338, 1.55639, 0.91970], [-1.13238, -1.45420, -0.73743], [-1.05899, 1.22835, -0.04664], [0.10924, -2.84917, -1.88443], [0.03723, -1.88841, -2.36588], [-0.20372, 0.81183, 0.44888], [-0.97012, -0.14371, -2.01767], [-0.31004, 0.20327, 2.50560], [-0.49996, 1.88709, 4.61512], [0.58762, -0.08780, -0.55292], [1.32846, -0.72225, -0.05108], [1.64158, 0.75752, -1.38654], [-0.98690, 1.77889, 3.78861], [1.06780, -1.55255, -2.61035], [1.77155, 1.73979, -0.90980], [1.11004, 1.07854, -2.27034], [-1.91418, 1.81479, 4.04811], [-0.44846, -2.02446, -3.33970], [-0.29910, -1.10704, 1.54435], [2.50645, 0.12423, -1.58496]],
  "orbital_gap_ha": 0.423,
  "total_charge": 1,
  "fmax_ha_per_bohr": 0.0559,
  "homo_energy_ev": -14.789,
  "energy_ha": -329.8361
}

---

3.
{
  "formula": "C5H16NO",
  "method": "wB97M-V/def2-TZVPD",
  "elements": ["H", "H", "H", "H", "C", "C", "C", "C", "H", "H", "N", "H", "H", "H", "H", "H", "O", "H", "H", "H", "H", "C", "H"],
  "xyz": [[0.58855, 2.33736, 1.38088], [0.64080, 1.27834, 2.84650], [0.67977, -1.72440, 1.25575], [1.33586, -0.19966, -1.13023], [0.10626, 0.37535, 0.83534], [-1.31979, -0.20898, 0.69198], [0.24633, 1.43013, 1.88131], [1.08983, -0.79528, 1.00617], [-1.88581, -0.49039, 1.53055], [0.39086, 0.82432, -0.14058], [1.79662, -0.80562, -0.36745], [-0.04004, 1.96847, -3.09847], [2.72549, -0.39533, -0.17040], [-1.94631, 0.66273, 0.48960], [-1.18830, -2.21299, -0.06348], [-1.21336, 1.25015, -3.05744], [-0.16099, 1.13687, -3.01205], [-0.74577, 1.75399, 2.34851], [-2.73054, -1.63340, -0.21459], [1.71409, -1.87991, -0.62641], [-1.61627, -1.15486, -1.35559], [-1.73745, -1.36887, -0.29178], [1.69149, -0.43418, 1.93580]],
  "orbital_gap_ha": 0.416,
  "total_charge": 1,
  "fmax_ha_per_bohr": 0.1918,
  "homo_energy_ev": -14.825,
  "energy_ha": -329.7487
}

---

4.
{
  "formula": "C5H16NO",
  "method": "wB97M-V/def2-TZVPD",
  "elements": ["H", "O", "H", "H", "H", "H", "H", "H", "C", "H", "H", "H", "C", "H", "N", "H", "H", "C", "H", "C", "H", "H", "C"],
  "xyz": [[-1.02801, 2.29309, 0.73643], [-2.62332, -0.37466, -2.01465], [1.09576, 1.74491, -0.12993], [-0.40885, 1.62045, -1.81991], [-1.58164, 0.60410, 0.82196], [-0.46999, -1.61693, 0.79700], [1.15685, -0.73252, 2.45409], [-3.47682, 0.03415, -1.83018], [0.42704, 0.89651, -0.04131], [2.07029, -0.38244, -0.36928], [0.09570, -1.84396, -0.84793], [1.90892, 0.79574, 2.05397], [1.23335, -0.35086, 0.32810], [-2.82699, -1.31233, -2.10889], [-0.13105, 0.71454, -1.43957], [-0.34730, 1.23638, 1.91126], [0.55855, 0.32748, -2.08412], [0.42612, -1.62046, 0.17260], [2.82036, -0.68438, 1.74843], [-0.72062, 1.26511, 0.89346], [0.98905, -2.50253, 0.49961], [-0.99226, 0.13556, -1.47689], [1.82486, -0.24697, 1.74576]],
  "orbital_gap_ha": 0.455,
  "total_charge": 1,
  "fmax_ha_per_bohr": 0.0179,
  "homo_energy_ev": -15.483,
  "energy_ha": -329.8800
}